1.
# C16H31NP2Pd

A structure of composition C16H31NP2Pd (ωB97M-V/def2-TZVPD, the Open Molecules 2025 dataset).

Each line ends with the Mulliken charge.
Atoms and positions in Å:
P  -1.059  -1.856  1.569  1.621
P  2.440  -1.877  -1.355  1.388
C  -0.213  -0.896  0.124  -0.080
C  0.714  -1.301  -1.088  -0.604
H  -0.374  0.248  0.059  -0.731
H  -1.187  -0.864  -0.400  0.129
H  0.204  -2.071  -1.666  0.455
H  0.635  -0.399  -1.728  -0.028
C  3.617  -0.566  -0.982  -1.254
H  4.614  -1.019  -1.081  0.434
H  3.448  -0.155  0.016  0.274
H  3.505  0.201  -1.755  0.426
C  2.456  -2.048  -3.136  -1.404
H  3.006  -1.224  -3.601  0.336
H  1.427  -2.083  -3.499  0.428
H  2.956  -3.007  -3.324  0.475
C  -1.347  -0.910  3.101  -1.450
H  -1.486  -1.659  3.902  0.482
H  -2.277  -0.316  3.058  0.391
H  -0.500  -0.257  3.373  0.306
C  -2.782  -1.885  0.950  -1.503
H  -2.837  -1.898  -0.144  0.430
H  -3.376  -1.051  1.340  0.398
H  -3.199  -2.810  1.351  0.484
Pd  0.693  1.037  1.166  -0.216
C  0.087  1.966  -1.564  -0.430
C  1.049  2.106  -0.555  -0.209
C  1.002  3.270  0.445  -0.989
C  -0.342  3.451  1.170  -0.907
C  -1.035  2.105  1.301  -0.485
C  -2.066  1.703  0.452  -0.167
C  -2.369  2.281  -0.878  -1.016
C  -1.140  2.769  -1.717  -1.071
C  -0.717  -3.527  2.082  -1.236
H  0.341  1.344  -2.427  0.601
H  2.048  1.754  -0.885  0.469
H  1.358  4.181  -0.044  0.328
H  1.756  2.995  1.212  0.392
H  -0.144  3.735  2.212  0.374
H  -0.974  4.221  0.732  0.261
H  -1.063  1.637  2.306  0.734
H  -2.830  1.024  0.854  0.432
H  -3.082  3.125  -0.790  0.333
H  -2.906  1.523  -1.475  0.315
H  -1.448  2.660  -2.769  0.414
H  -0.993  3.861  -1.614  0.306
H  -0.265  -4.177  1.284  0.339
H  -1.687  -3.935  2.415  0.472
H  -0.033  -3.546  2.945  0.393
N  3.359  -4.447  -0.227  -0.623
C  3.011  -3.414  -0.714  -0.215

Its energy relative to the best compared isomer or geometry (same formula, charge and spin) is 663.2 kJ/mol. Its multiplicity is 3. As for the expectation value of S²: 2.013. Its lowest unoccupied orbital energy (alpha / beta) is 0.174 / 0.086 eV.

2.
# C16H31O18

A cluster of 6 separate species, C16H31O18 in total (ωB97M-V/def2-TZVPD, the Open Molecules 2025 dataset).

Each line ends with the Mulliken charge.
Atoms and positions in Å:
O  -0.452  -0.259  -0.512  0.322
C  -1.716  -0.677  -0.281  0.566
O  -2.348  -1.097  -1.225  -0.372
O  -2.203  -0.704  0.868  -0.362
H  -0.750  -0.450  -1.404  -0.170
C  -2.274  1.325  3.369  -0.417
O  -3.475  1.847  3.755  -0.364
C  -4.554  0.997  3.906  0.731
O  -4.705  -0.064  3.413  -0.483
O  -5.503  1.592  4.644  -0.334
C  -5.254  2.722  5.491  -0.623
H  -1.872  1.741  2.445  0.093
H  -2.178  0.245  3.258  0.334
H  -1.615  1.528  4.213  0.238
H  -5.280  3.678  4.969  0.259
H  -4.324  2.686  6.058  0.294
H  -5.999  2.632  6.282  0.274
C  4.926  0.911  -2.391  -0.645
O  4.534  0.003  -1.389  -0.373
C  3.296  -0.194  -0.868  0.905
O  2.307  0.460  -1.046  -0.461
O  3.316  -1.284  -0.089  -0.389
C  2.197  -1.660  0.663  0.317
H  4.402  1.860  -2.285  0.301
H  4.576  0.553  -3.360  0.285
H  6.015  0.948  -2.384  0.222
H  1.919  -0.971  1.461  -0.076
H  2.289  -2.658  1.092  0.327
H  1.371  -1.747  -0.043  -0.328
C  2.639  0.951  5.771  -0.730
O  2.830  1.497  4.498  -0.358
C  1.857  1.361  3.689  0.918
O  0.798  0.826  3.858  -0.559
O  2.232  1.960  2.624  -0.385
C  1.229  2.156  1.521  -0.132
H  3.305  1.301  6.559  0.283
H  2.726  -0.131  5.871  0.303
H  1.678  1.229  6.204  0.299
H  1.726  2.830  0.824  0.249
H  0.227  2.415  1.863  0.269
H  1.078  1.204  1.011  -0.179
C  -0.337  0.994  -6.164  -0.729
O  -0.919  1.937  -5.243  -0.328
C  -1.334  1.382  -4.037  0.839
O  -1.459  0.187  -3.758  -0.574
O  -1.885  2.417  -3.426  -0.345
C  -2.291  2.326  -2.055  -0.371
H  -0.533  1.403  -7.156  0.301
H  -0.681  -0.040  -6.165  0.310
H  0.752  0.944  -6.189  0.286
H  -2.699  3.307  -1.814  0.314
H  -1.459  2.103  -1.387  -0.019
H  -2.908  1.455  -1.832  0.309
C  0.986  -2.220  -2.937  0.280
O  0.751  -3.579  -2.775  -0.300
C  -0.455  -4.162  -2.972  0.744
O  -1.479  -3.535  -3.080  -0.507
O  -0.346  -5.497  -3.012  -0.365
C  0.840  -6.212  -2.650  -0.616
H  0.247  -1.754  -3.590  0.342
H  1.959  -1.938  -3.340  0.271
H  0.862  -1.773  -1.951  -0.718
H  1.039  -7.196  -3.074  0.280
H  0.592  -6.434  -1.612  0.279
H  1.790  -5.677  -2.683  0.267

Its energy relative to the best compared isomer or geometry (same formula, charge and spin) is 30.9 kJ/mol. Its multiplicity is 2. As for the expectation value of S²: 0.758. Its lowest unoccupied orbital energy (alpha / beta) is 0.435 / -3.339 eV.

3.
# C16H32AlBr2F3NO3

A structure of composition C16H32AlBr2F3NO3 (ωB97M-V/def2-TZVPD, the Open Molecules 2025 dataset).

Each line ends with the Mulliken charge.
Atoms and positions in Å:
C  2.667  2.789  1.440  -1.508
C  2.924  2.047  0.122  -0.439
C  1.602  1.548  -0.472  0.521
C  1.250  2.255  -1.770  -1.132
C  1.893  1.684  -3.060  -0.863
Al  2.331  -0.299  -3.136  -0.167
C  0.713  -1.527  -2.914  -0.674
C  -0.553  -0.875  -2.320  -0.453
C  -1.306  -1.741  -1.322  0.387
F  -1.422  -2.996  -1.741  -0.350
Br  -0.358  -1.726  0.404  -0.103
C  -2.730  -1.190  -1.051  0.426
F  -3.423  -1.168  -2.143  -0.230
F  -3.340  -1.975  -0.185  -0.222
Br  -2.733  0.591  -0.263  -0.132
C  3.902  -0.763  -1.888  -0.642
C  4.385  -2.186  -2.162  0.043
O  5.827  -2.178  -2.326  -0.620
C  4.075  -3.169  -1.010  -0.909
N  2.883  -2.850  -0.225  -0.311
H  1.914  3.548  1.247  0.334
H  3.568  3.202  1.875  0.433
H  2.194  2.075  2.102  0.357
H  3.466  2.666  -0.585  0.433
H  3.578  1.217  0.368  0.186
H  0.838  1.831  0.253  0.449
H  1.565  0.465  -0.526  -0.426
H  1.543  3.300  -1.642  0.516
H  0.173  2.290  -1.921  0.356
H  1.279  1.976  -3.910  0.379
H  2.838  2.209  -3.212  0.423
H  2.935  -0.593  -4.624  -0.507
H  1.015  -2.332  -2.248  0.139
H  0.451  -1.983  -3.859  0.545
H  -0.372  0.064  -1.812  -0.010
H  -1.257  -0.715  -3.135  0.460
H  3.676  -0.613  -0.840  0.176
H  4.703  -0.118  -2.236  0.424
H  4.008  -2.565  -3.106  0.297
H  6.164  -1.721  -1.542  0.359
H  3.971  -4.159  -1.451  0.225
H  4.954  -3.179  -0.379  0.445
H  3.084  -2.925  0.762  0.154
H  2.104  -3.454  -0.441  0.220
O  -5.504  2.984  5.948  -0.570
C  -5.667  2.077  5.176  0.721
O  -4.829  1.025  5.212  -0.362
C  -5.014  -0.162  4.433  -0.660
C  -4.506  -0.003  3.015  -0.724
C  -6.754  2.128  4.125  -0.887
H  -6.057  -0.483  4.470  0.404
H  -4.434  -0.931  4.941  0.327
H  -5.042  0.779  2.477  0.268
H  -4.619  -0.936  2.461  0.301
H  -3.453  0.276  3.017  0.335
H  -6.420  2.767  3.309  0.236
H  -7.643  2.562  4.577  0.301
H  -7.037  1.158  3.723  0.319

Its energy relative to the best compared isomer or geometry (same formula, charge and spin) is 0.0 kJ/mol. The total charge is -1. Its lowest unoccupied orbital energy is 2.082 eV.

4.
# C16H32AlIO5P

A structure of composition C16H32AlIO5P (ωB97M-V/def2-TZVPD, the Open Molecules 2025 dataset).

Each line ends with the Mulliken charge.
Atoms and positions in Å:
C  4.559  -2.259  2.964  -0.493
O  5.779  -2.374  2.114  -0.357
C  6.382  -1.008  1.969  -0.487
C  5.777  -0.395  0.574  0.177
C  6.247  1.148  0.238  -0.483
C  5.725  1.515  -1.271  -0.553
C  4.353  2.410  -1.337  -0.719
C  3.003  1.657  -0.789  -0.607
C  2.592  0.292  -1.609  -0.390
C  1.797  -0.751  -0.590  -0.554
C  0.379  -1.316  -1.187  -0.691
C  -0.864  -0.218  -1.119  -0.326
C  -2.117  -0.808  -0.202  -0.668
Al  -3.976  -0.151  -0.860  0.400
O  -4.594  1.439  -0.029  -0.418
C  -5.724  1.136  0.909  -0.646
I  -6.880  2.883  1.570  -0.046
C  -6.545  -0.111  0.155  0.860
C  -7.591  -0.815  1.245  -0.435
C  -9.141  -0.390  0.859  -0.084
O  -9.656  0.744  1.368  -0.456
P  -7.532  0.570  -1.347  0.308
O  -6.626  1.024  -2.563  -0.661
O  -5.470  -1.113  -0.135  -0.679
H  4.910  -1.962  4.066  0.255
H  4.094  -3.343  3.001  0.219
H  3.814  -1.460  2.506  0.190
H  6.077  -0.409  2.930  0.294
H  7.553  -1.194  1.953  0.254
H  4.597  -0.412  0.534  -0.319
H  6.204  -1.072  -0.311  0.181
H  7.440  1.117  0.192  0.282
H  5.981  1.932  1.065  0.292
H  6.579  2.177  -1.769  0.332
H  5.680  0.518  -1.902  0.235
H  4.187  2.736  -2.473  0.294
H  4.492  3.409  -0.728  0.318
H  2.104  2.422  -0.960  0.318
H  3.062  1.484  0.368  0.270
H  3.548  -0.215  -2.054  0.229
H  1.904  0.589  -2.537  0.359
H  1.666  -0.260  0.480  0.256
H  2.519  -1.694  -0.467  0.214
H  0.027  -2.234  -0.515  0.337
H  0.440  -1.730  -2.291  0.262
H  -1.298  -0.143  -2.227  0.176
H  -0.461  0.815  -0.746  0.202
H  -1.931  -0.495  0.927  0.248
H  -2.168  -1.999  -0.233  0.210
H  -4.167  -0.171  -2.454  -0.281
H  -5.279  0.583  1.862  0.464
H  -7.509  -2.003  1.217  0.209
H  -7.318  -0.356  2.290  0.269
H  -9.837  -1.009  0.116  0.326
H  -8.336  1.716  -0.901  0.063
H  -8.453  -0.444  -1.864  0.048

The total charge is -1. Its lowest unoccupied orbital energy is 2.415 eV.

no.,strongest force on any atom (hartree/bohr),molecular weight (g/mol)
1,0.07478,405.80
2,0.09216,511.41
3,0.04341,530.22
4,0.15311,489.29